The following is a DFT calculation (ωB97M-V/def2-TZVPD) of C5H8BrI as an isolated structure.

Output
- E_HOMO (spin up / spin down) (eV) = -6.33 / -9.91
- spin multiplicity = 3
- frontier orbital gap (spin up / spin down) (eV) = 6.45 / 8.16

Each line ends with the Löwdin spin population.
Atoms and positions in Å:
C 0.744 -0.511 -1.271  0.725
C 2.253 -0.214 -1.284  0.753
C -1.629 0.442 1.484  0.012
C -0.155 0.389 -0.560  0.099
C -0.658 -0.357 0.651  0.048
Br 3.316 -1.389 -2.278  0.157
I 3.213 1.154 -0.041  0.138
H 0.206 -1.375 -1.748  0.030
H -1.040 1.117 1.945  0.000
H -2.205 -0.059 2.226  0.002
H -2.441 0.808 0.836  0.001
H 0.259 1.213 -0.171  0.000
H -1.142 0.676 -1.247  0.030
H -1.069 -1.181 0.215  0.003
H 0.349 -0.713 1.242  0.003


The following is a DFT calculation (ωB97M-V/def2-TZVPD) of C5H8BrIO3 as an isolated structure.

Output
- E_HOMO (spin up / spin down) (eV) = -7.71 / -7.76
- frontier orbital gap (spin up / spin down) (eV) = 7.54 / 7.45

Each line ends with the natural charge from an NBO analysis.
Atoms and positions in Å:
C 0.425 -1.159 -1.612  -0.551
C -0.770 -0.778 -1.195  0.171
C 1.395 0.356 1.255  0.101
C 3.282 0.539 -0.113  -0.042
C 0.185 1.124 1.687  -0.139
O 2.306 0.983 0.601  -0.413
O -1.597 0.091 -1.819  -0.681
O -0.474 1.677 0.557  -0.719
Br 4.612 1.860 -0.439  0.070
I 3.990 -1.449 0.143  0.121
H 1.004 -1.876 -1.064  0.214
H 0.848 -0.791 -2.532  0.198
H -1.215 -1.150 -0.282  0.170
H 1.449 -0.720 1.347  0.175
H 0.482 1.955 2.342  0.182
H -0.459 0.442 2.247  0.183
H -1.172 0.421 -2.622  0.480
H -1.421 1.527 0.608  0.478


The following is a DFT calculation (ωB97M-V/def2-TZVPD) of an isolated ion of composition C5H8BrN2 and charge +1.

Output
- E_HOMO (spin up / spin down) (eV) = -12.76 / -12.76
- total charge = +1
- frontier orbital gap (spin up / spin down) (eV) = 7.33 / 7.33

Each line ends with the natural charge from an NBO analysis.
Atoms and positions in Å:
C 1.773 0.044 -0.028  -0.327
C 0.854 -0.798 -0.624  0.008
C 1.367 1.430 0.261  0.251
C -0.473 -0.481 -0.877  -0.588
C -1.414 -0.816 0.075  0.306
N 0.118 1.791 -0.046  -0.681
N -1.178 -1.218 1.337  -0.792
Br -3.355 -0.977 -0.407  0.103
H 2.748 -0.131 0.182  0.241
H 1.342 -1.742 -1.106  0.251
H 2.060 2.184 0.447  0.234
H -0.566 1.327 -0.641  0.441
H -0.778 -0.593 -1.851  0.282
H -0.310 -1.143 1.805  0.424
H -1.999 -1.621 1.704  0.427
H -0.189 2.744 -0.233  0.420


The following is a DFT calculation (ωB97M-V/def2-TZVPD) of one molecule with the formula C5H8BrNO4.

Output
- E_HOMO (eV) = -9.63
- frontier orbital gap (eV) = 9.63

Each line ends with the natural charge from an NBO analysis.
Atoms and positions in Å:
C -1.453 -1.908 -0.189  -0.435
C -1.438 -0.953 0.791  0.264
C 1.137 1.861 -0.273  -0.665
C 0.522 0.446 -0.317  0.067
C -0.682 0.365 0.695  -0.031
N -1.662 1.424 0.259  0.491
O -1.994 1.249 -0.899  -0.373
O -2.057 2.364 0.919  -0.334
O -2.223 -0.950 1.936  -0.696
O 1.364 -0.623 -0.130  -0.699
Br -0.152 0.847 2.502  0.081
H -1.976 -2.838 -0.010  0.211
H -0.801 -1.767 -1.013  0.227
H 1.485 2.369 -1.196  0.236
H 2.086 1.635 0.237  0.223
H 0.551 2.529 0.390  0.228
H 0.118 0.411 -1.355  0.227
H -2.507 -1.873 2.207  0.498
H 1.678 -0.683 0.803  0.479


The following is a DFT calculation (ωB97M-V/def2-TZVPD) of one molecule with the formula C5H8BrPS.

Output
- E_HOMO (eV) = -8.92
- frontier orbital gap (eV) = 9.50

Each line ends with the natural charge from an NBO analysis.
Atoms and positions in Å:
C -0.480 1.045 -0.170  -0.271
C 0.592 0.331 0.091  0.119
C -1.615 0.527 -0.938  -0.695
C 0.131 -1.460 -0.238  -0.805
C 1.861 0.625 0.790  -0.673
P -0.773 -0.988 -1.784  1.115
S 0.389 -0.917 -3.280  -0.498
Br -2.323 -2.562 -2.065  -0.207
H -0.521 2.126 0.040  0.216
H -2.438 0.187 -0.365  0.242
H -1.919 1.176 -1.702  0.245
H 1.213 -1.850 -0.271  0.278
H -0.630 -1.522 0.542  0.243
H 1.797 1.546 1.292  0.228
H 2.704 0.636 0.082  0.235
H 2.124 -0.139 1.517  0.227


The following is a DFT calculation (ωB97M-V/def2-TZVPD) of a 2-piece molecular cluster, C5H8Cl2O overall.

Output
- E_HOMO (eV) = -8.34
- frontier orbital gap (eV) = 8.21

Each line ends with the natural charge from an NBO analysis.
Atoms and positions in Å:
C -1.524 -2.341 2.831  0.370
C -0.135 1.619 -0.395  -0.588
C 1.100 -0.362 -1.410  -0.621
C 0.058 0.098 -0.390  -0.434
C -1.264 -0.565 -0.341  0.039
O -0.411 -2.590 2.515  -0.491
Cl -1.291 -2.117 -0.974  0.033
Cl -2.245 -0.783 2.619  -0.015
H -2.233 -3.049 3.283  0.150
H -0.455 1.952 -1.379  0.206
H 0.797 2.123 -0.142  0.208
H -0.898 1.895 0.329  0.225
H 0.720 -0.228 -2.421  0.209
H 1.347 -1.411 -1.269  0.220
H 2.010 0.224 -1.303  0.215
H 0.423 -0.175 0.620  0.274


Result set for strongest force on any atom: 4.6 2.1 5.1 3.2 5.0 0.8 eV/Å, one per record in the order listed.
Result set for electronic energy: -83452.572 -89595.489 -78328.016 -85032.839 -95480.600 -32403.807 eV, one per record in the order listed.
Result set for energy above the lowest of the compared OMol25 structures with the same formula, charge and spin: 9.4 38.0 82.4 30.9 40.9 59.2 kcal per mole, one per record in the order listed.